1.
# C3H7NO

A cluster of 2 separate species, C3H7NO in total (ωB97M-V with the def2-TZVPD basis set, the OMol25 dataset).

```
! RIJCOSX wB97M-V def2-TZVPD def2/J DEFGRID3
* xyz 0 1
O -1.332 -0.579 -1.238
C -0.533 -1.320 -0.714
C 0.438 -0.882 0.334
C 1.014 0.491 0.248
N -0.023 0.197 1.212
H -0.468 -2.386 -1.014
H 1.066 -1.668 0.752
H 0.698 1.125 -0.577
H 2.040 0.625 0.586
H 0.369 0.072 2.141
H -1.621 1.793 -0.828
H -1.646 2.534 -0.902
*
```

Summary:
**LUMO energy**: 0.9 eV
**Kohn-Sham gap**: 10.8 eV

***

2.
# C3H7NO

The molecule C3H7NO (ωB97M-V with the def2-TZVPD basis set, the OMol25 dataset).

```
! RIJCOSX wB97M-V def2-TZVPD def2/J DEFGRID3
* xyz 0 1
C -0.039 -0.231 1.779
N 0.375 0.307 0.385
C -0.299 -0.095 -0.806
C 0.541 0.020 -2.110
O 0.428 -0.886 -3.006
H -1.224 -0.423 1.816
H 0.424 -1.098 2.290
H 0.159 0.531 2.572
H 0.545 1.273 0.641
H -1.159 0.627 -0.953
H -0.768 -1.104 -0.715
H 1.018 1.078 -1.892
*
```

Summary:
**LUMO energy**: 0.8 eV
**Kohn-Sham gap**: 9.6 eV

***

3.
# C3H7NO

The molecule C3H7NO (ωB97M-V with the def2-TZVPD basis set, the OMol25 dataset).

```
! RIJCOSX wB97M-V def2-TZVPD def2/J DEFGRID3
* xyz 0 1
C 1.150 -0.782 -0.004
N -0.120 -0.060 -0.013
C -0.127 1.369 -0.016
C -1.300 -0.708 -0.005
O -2.403 -0.222 0.005
H 1.159 -1.540 -0.814
H 2.001 -0.112 -0.055
H 1.215 -1.394 0.930
H -0.876 1.743 -0.746
H -0.424 1.775 1.004
H 0.899 1.780 -0.239
H -1.174 -1.848 -0.047
*
```

Summary:
**LUMO energy**: 0.8 eV
**Kohn-Sham gap**: 10.1 eV

***

4.
# C3H7NO

The molecule C3H7NO (ωB97M-V with the def2-TZVPD basis set, the OMol25 dataset).

```
! RIJCOSX wB97M-V def2-TZVPD def2/J DEFGRID3
* xyz 0 1
C -0.525 -1.774 0.254
C -0.015 -0.443 -0.405
N -1.192 0.386 -0.715
C 0.885 0.443 0.498
O 1.080 1.622 0.348
H -1.448 -2.169 -0.186
H -0.772 -1.613 1.266
H 0.292 -2.451 0.421
H 0.366 -0.640 -1.369
H -0.834 1.202 -1.273
H -1.665 0.767 0.263
H 1.695 -0.132 1.019
*
```

Summary:
**LUMO energy**: 0.5 eV
**Kohn-Sham gap**: 9.8 eV

***

Quick one: most stable of them? 3

***

1.
# C10H16O

A cluster of 2 separate species, C10H16O in total (ωB97M-V with the def2-TZVPD basis set, the OMol25 dataset).

```
! RIJCOSX wB97M-V def2-TZVPD def2/J DEFGRID3
* xyz 0 1
C -0.551 -2.664 0.892
C 0.232 -1.543 1.559
C -0.303 -0.264 1.424
C 0.443 0.885 1.737
C 1.706 0.634 2.241
O 2.486 1.745 2.520
C 2.270 -0.627 2.374
C 1.526 -1.740 2.020
H -0.647 -2.417 -0.171
H -1.552 -2.797 1.301
H -0.061 -3.622 0.976
H -1.357 -0.157 1.182
H 0.040 1.881 1.651
H 3.049 1.652 3.290
H 3.313 -0.699 2.659
H 1.899 -2.750 2.129
C -2.257 0.929 -2.008
C -0.784 1.480 -2.052
C -0.177 1.115 -3.386
H -2.376 0.032 -2.626
H -2.659 0.632 -1.034
H -2.894 1.681 -2.468
H -0.969 2.539 -1.867
H -0.315 1.096 -1.150
H 0.875 0.847 -3.302
H -0.629 0.210 -3.790
H -0.309 1.923 -4.097
*
```

Summary:
**LUMO energy**: 0.9 eV
**Kohn-Sham gap**: 9.4 eV

***

2.
# C10H16O

A cluster of 2 separate species, C10H16O in total (ωB97M-V with the def2-TZVPD basis set, the OMol25 dataset).

```
! RIJCOSX wB97M-V def2-TZVPD def2/J DEFGRID3
* xyz 0 1
C 2.439 -2.249 -0.532
C 1.569 -1.135 -0.968
C 2.072 0.039 -1.477
C 1.236 1.059 -1.982
C -0.116 0.873 -1.925
O -1.083 1.569 -2.602
C -0.611 -0.317 -1.378
C 0.152 -1.268 -0.742
H 3.415 -1.957 -0.134
H 2.644 -2.857 -1.425
H 2.053 -2.888 0.263
H 3.133 0.077 -1.700
H 1.681 1.881 -2.524
H -0.819 2.363 -3.038
H -1.644 -0.623 -1.521
H -0.255 -2.219 -0.440
C -2.177 1.423 1.311
C -0.874 0.815 1.850
C -1.169 -0.232 2.944
H -2.953 1.930 1.898
H -2.777 0.714 0.737
H -1.945 2.174 0.542
H -0.457 0.547 0.885
H -0.074 1.457 2.214
H -1.537 0.392 3.758
H -1.726 -1.101 2.625
H -0.176 -0.468 3.358
*
```

Summary:
**LUMO energy**: 0.8 eV
**Kohn-Sham gap**: 9.2 eV

***

Quick one: most stable of them? 1

***

1.
# H4O2

A cluster of 2 separate species, H4O2 in total (ωB97M-V with the def2-TZVPD basis set, the OMol25 dataset).

```
! RIJCOSX wB97M-V def2-TZVPD def2/J DEFGRID3
* xyz 0 1
O -1.610 -0.069 -0.354
H -1.612 0.701 0.220
H -1.655 -0.890 0.205
O 1.621 -0.105 -0.356
H 2.182 -0.248 0.393
H 1.076 0.611 -0.109
*
```

Summary:
**LUMO energy**: 0.7 eV
**Kohn-Sham gap**: 12.0 eV

***

2.
# H4O2

A cluster of 2 separate species, H4O2 in total (ωB97M-V with the def2-TZVPD basis set, the OMol25 dataset).

```
! RIJCOSX wB97M-V def2-TZVPD def2/J DEFGRID3
* xyz 0 1
O 1.398 0.541 0.423
H 1.539 1.524 0.517
H 0.813 0.414 1.205
O -1.396 -0.689 -1.046
H -1.908 -1.087 -0.308
H -0.447 -0.702 -0.792
*
```

Summary:
**LUMO energy**: 0.7 eV
**Kohn-Sham gap**: 11.9 eV

***

3.
# H4O2

A cluster of 2 separate species, H4O2 in total (ωB97M-V with the def2-TZVPD basis set, the OMol25 dataset).

```
! RIJCOSX wB97M-V def2-TZVPD def2/J DEFGRID3
* xyz 0 1
O -1.227 -0.225 -0.180
H -1.755 -0.412 0.608
H -1.517 0.691 -0.375
O 1.776 -0.232 -0.148
H 1.896 0.614 0.304
H 0.825 -0.436 -0.209
*
```

Summary:
**LUMO energy**: 0.6 eV
**Kohn-Sham gap**: 11.5 eV

***

Quick one: most stable of them? 3

***

1.
# H4O2

A cluster of 2 separate species, H4O2 in total (ωB97M-V with the def2-TZVPD basis set, the OMol25 dataset).

```
! RIJCOSX wB97M-V def2-TZVPD def2/J DEFGRID3
* xyz 0 1
O -1.004 0.039 -0.024
H -0.491 0.804 0.239
H -1.644 -0.073 0.679
O 1.310 0.000 -0.166
H 1.261 -0.938 0.021
H 0.569 0.168 -0.749
*
```

Summary:
**LUMO energy**: 0.9 eV
**Kohn-Sham gap**: 11.6 eV

***

2.
# H4O2

A cluster of 2 separate species, H4O2 in total (ωB97M-V with the def2-TZVPD basis set, the OMol25 dataset).

```
! RIJCOSX wB97M-V def2-TZVPD def2/J DEFGRID3
* xyz 0 1
O 1.733 -0.152 -0.285
H 1.156 -0.636 0.275
H 1.703 0.810 -0.041
O -1.545 -0.095 -0.336
H -0.720 0.212 0.099
H -2.326 -0.138 0.288
*
```

Summary:
**LUMO energy**: 0.6 eV
**Kohn-Sham gap**: 12.2 eV

***

Quick one: most stable of them? 2

***

1.
# S2

A cluster of 2 separate species, S2 in total (ωB97M-V with the def2-TZVPD basis set, the OMol25 dataset).

```
! RIJCOSX wB97M-V def2-TZVPD def2/J DEFGRID3
* xyz 0 1
S 0.000 0.000 1.474
S 0.000 0.000 -1.474
*
```

Summary:
**LUMO energy**: -4.8 eV
**Kohn-Sham gap**: 5.2 eV

***

2.
# S2

The molecule S2 (ωB97M-V with the def2-TZVPD basis set, the OMol25 dataset).

```
! RIJCOSX wB97M-V def2-TZVPD def2/J DEFGRID3
* xyz 0 1
S -0.153 -0.179 1.063
S 0.153 0.179 -1.063
*
```

Summary:
**LUMO energy**: -3.4 eV
**Kohn-Sham gap**: 5.7 eV

***

Quick one: most stable of them? 2

***

1.
# C6H10N2

The molecule C6H10N2 (ωB97M-V with the def2-TZVPD basis set, the OMol25 dataset).

```
! RIJCOSX wB97M-V def2-TZVPD def2/J DEFGRID3
* xyz 0 1
C -0.158 -2.243 -2.087
C -0.299 -1.517 -1.094
C -0.359 -0.483 -0.038
N -1.544 0.304 -0.360
C -0.060 -0.868 1.438
N 0.878 0.238 1.643
C 0.930 0.387 0.122
C 0.864 1.872 -0.373
H -0.199 -2.899 -2.932
H -2.353 -0.264 -0.777
H -1.794 0.634 0.572
H -0.833 -0.976 2.209
H 0.389 -1.865 1.418
H 0.278 1.022 2.027
H 1.829 -0.153 -0.202
H 0.447 1.859 -1.435
H 1.858 2.366 -0.298
H 0.124 2.586 0.167
*
```

Summary:
**LUMO energy**: 1.0 eV
**Kohn-Sham gap**: 10.2 eV

***

2.
# C6H10N2

The molecule C6H10N2 (ωB97M-V with the def2-TZVPD basis set, the OMol25 dataset).

```
! RIJCOSX wB97M-V def2-TZVPD def2/J DEFGRID3
* xyz 0 1
C 2.464 -0.310 -0.040
C 1.108 -0.213 0.135
C -0.050 -0.843 -0.868
C -0.994 -1.374 0.202
N -0.901 -0.269 1.182
C 0.224 0.582 0.994
C -0.329 1.503 -0.254
N -0.761 0.546 -1.204
H 3.122 0.230 0.705
H 2.771 -0.868 -0.933
H 0.111 -1.350 -1.757
H -0.851 -2.462 0.407
H -2.057 -1.198 -0.201
H -1.976 -0.050 1.530
H 0.696 1.159 1.866
H -1.167 2.288 -0.011
H 0.367 2.148 -0.477
H -1.779 0.480 -1.275
*
```

Summary:
**LUMO energy**: 1.0 eV
**Kohn-Sham gap**: 8.8 eV

***

Quick one: most stable of them? 1